No. 1
This record from OMol25 describes a 4-piece molecular cluster, C23H49ClN2O10P overall. The level of theory is wB97M-V/def2-TZVPD.

Summary:
HOMO, hartree: -0.3904
DFT total energy, eV: -69897.6645
Orbital gap, Eh: 0.18985
Charge: +1
LUMO energy, eV: -5.5

```
86
Properties=species:S:1:pos:R:3:forces:R:3
C 0.4981 -1.4705 3.3855 -0.78 0.49 -0.07
P -0.2597 0.0976 3.9722 0.63 0.17 0.86
O 0.4229 1.2297 2.9971 -0.60 -0.07 -0.11
C -2.0002 -0.0179 3.3250 -0.44 -0.05 0.02
C -3.0595 0.0265 4.2162 0.43 -0.05 -0.71
C -4.3557 -0.0392 3.6929 -0.17 -0.01 0.75
N -4.6536 -0.1571 2.4250 0.16 -0.02 -0.66
N -3.6228 -0.2014 1.6021 -0.19 0.10 0.68
Cl -3.9806 -0.3543 -0.0389 -0.18 -0.01 -0.24
C -2.3583 -0.1283 1.9837 0.73 -0.13 -0.12
H 1.2323 -1.7275 4.1360 0.28 -0.18 0.00
H -0.2698 -2.2386 3.3531 0.04 -0.30 -0.01
H 0.9504 -1.3420 2.4075 0.10 -0.09 -0.15
H -0.0772 1.4094 2.1934 0.36 0.14 -0.20
H -2.8854 0.1123 5.2765 -0.06 0.04 0.17
H -5.2001 0.0050 4.3605 -0.27 -0.02 -0.04
H -1.6098 -0.1848 1.2084 -0.05 -0.04 -0.28
C 1.6169 -7.5645 -0.2194 -0.07 -0.06 0.09
O 0.7468 -6.6647 0.4391 0.03 0.22 -0.25
C 1.4123 -5.7088 1.2399 -0.12 -0.22 0.06
C 0.7125 -4.3693 1.1948 0.01 0.04 0.10
O 0.8539 -3.6548 -0.0235 -0.08 0.15 0.06
C 0.1766 -4.1299 -1.1786 0.15 -0.03 -0.13
C -1.3188 -3.9164 -1.1661 -0.11 -0.20 -0.09
O -1.9758 -4.7861 -0.2573 0.21 0.20 0.22
C -3.0230 -4.1709 0.4411 -0.02 -0.12 -0.08
H 2.0477 -8.2843 0.4834 0.07 0.00 -0.03
H 1.0297 -8.1033 -0.9601 -0.03 -0.03 0.04
H 2.4237 -7.0319 -0.7337 0.02 -0.01 0.02
H 2.4513 -5.5818 0.9174 0.00 0.01 -0.03
H 1.4131 -6.0626 2.2799 0.13 0.09 0.04
H 1.1950 -3.7349 1.9437 0.03 -0.05 -0.05
H -0.3379 -4.4693 1.4815 -0.03 -0.15 -0.11
H 0.4262 -5.1695 -1.3915 -0.13 -0.06 0.13
H 0.5745 -3.5282 -1.9990 0.01 0.01 0.01
H -1.7114 -4.1065 -2.1728 0.05 0.14 -0.04
H -1.5221 -2.8684 -0.9071 -0.01 0.01 0.02
H -2.6880 -3.2103 0.8657 -0.08 0.03 0.02
H -3.3153 -4.8254 1.2609 -0.03 -0.05 -0.05
H -3.8913 -3.9988 -0.2067 -0.02 0.10 0.06
C 8.2317 4.0152 4.3945 -0.05 0.12 -0.04
O 7.1133 4.1365 3.5421 -0.08 -0.32 0.07
C 7.3529 3.6915 2.2187 0.00 0.22 0.08
C 6.1369 3.0151 1.6286 -0.05 0.04 -0.12
O 5.8483 1.7294 2.1578 -0.04 -0.07 -0.06
C 5.3416 1.6275 3.4759 0.11 -0.08 0.09
C 3.9080 2.0791 3.6444 -0.07 0.13 0.16
O 3.7818 3.4881 3.5768 0.14 -0.02 -0.29
C 2.6232 3.9259 2.9088 0.04 0.02 0.16
H 8.9947 4.7643 4.1580 0.06 -0.05 0.01
H 7.8854 4.1757 5.4139 -0.01 0.06 -0.01
H 8.6745 3.0153 4.3303 0.03 0.01 -0.02
H 8.1999 2.9973 2.1894 0.00 -0.02 0.02
H 7.5974 4.5630 1.5972 0.08 -0.09 -0.11
H 6.3534 2.8353 0.5731 0.01 -0.02 0.00
H 5.2647 3.6701 1.6709 0.03 0.05 0.18
H 5.9961 2.1161 4.1996 -0.08 0.17 -0.03
H 5.3620 0.5564 3.6953 0.00 0.00 0.00
H 3.5542 1.7493 4.6320 -0.03 -0.14 -0.05
H 3.2900 1.5995 2.8762 0.00 0.02 -0.03
H 2.5065 3.4177 1.9435 -0.04 -0.02 0.01
H 2.7316 4.9933 2.7237 0.00 0.01 0.07
H 1.7301 3.7566 3.5218 -0.07 -0.01 -0.10
C -5.5455 4.5660 -6.5627 -0.08 -0.10 -0.06
O -5.1551 3.2117 -6.4758 0.22 0.09 0.26
C -4.0030 2.9001 -7.2405 -0.23 -0.04 -0.05
C -3.1340 1.8784 -6.5451 0.03 -0.11 -0.07
O -2.4266 2.3639 -5.4117 0.09 -0.06 0.03
C -3.1414 2.6558 -4.2292 0.02 0.19 0.02
C -3.6376 1.4442 -3.4700 -0.21 -0.07 0.11
O -4.7296 0.8174 -4.1137 0.17 -0.07 -0.22
C -4.7078 -0.5872 -4.0399 -0.06 0.13 0.03
H -5.9906 4.7891 -7.5376 0.04 0.07 -0.01
H -6.2895 4.7429 -5.7879 -0.04 -0.04 -0.03
H -4.6966 5.2367 -6.3906 0.00 0.01 -0.03
H -3.4122 3.8011 -7.4375 0.01 0.02 0.03
H -4.3255 2.4800 -8.2018 0.13 0.04 -0.07
H -2.3537 1.5877 -7.2514 0.02 0.02 0.01
H -3.7018 0.9776 -6.3061 -0.14 0.08 0.07
H -3.9524 3.3638 -4.4087 -0.13 -0.14 -0.05
H -2.4142 3.1561 -3.5834 0.00 0.00 0.00
H -3.9760 1.7727 -2.4738 0.17 0.04 0.04
H -2.8064 0.7382 -3.3440 0.01 -0.01 -0.04
H -3.7304 -0.9888 -4.3296 0.01 -0.02 0.04
H -5.4563 -0.9664 -4.7324 -0.05 0.01 0.06
H -4.9594 -0.9377 -3.0271 0.04 -0.07 -0.01
```
Positions in Å, forces in eV/Å.

These are the Mulliken partial charges, in e, on atoms 1 to 6: -1.11, -0.04, -0.29, 0.00, -0.34, -0.41


No. 2
This record from OMol25 describes a 8-piece molecular cluster, C23H49F5IN15O9P overall. The level of theory is wB97M-V/def2-TZVPD.

Summary:
HOMO, hartree: -0.1660
DFT total energy, eV: -96409.7961
Orbital gap, Eh: 0.22913
Charge: -1
LUMO energy, eV: 1.7

```
103
Properties=species:S:1:pos:R:3:forces:R:3
C -1.0228 -3.5276 4.3467 0.00 -0.05 -0.61
C -1.2578 -3.7388 2.8668 0.31 -0.07 -0.09
O -1.8375 -4.7146 2.4316 -0.11 -0.13 -0.06
N -0.7348 -2.7631 2.0494 -0.83 0.41 0.18
C -1.2519 -2.6600 0.6797 0.36 -0.42 -0.21
C -0.4223 -3.4495 -0.3472 -0.41 0.35 -0.28
C 0.4764 -2.5384 -1.1859 0.13 -0.34 0.26
C 1.4845 -1.7491 -0.3710 0.15 -0.02 -0.09
P 2.9575 -1.1663 -1.4566 -0.22 -0.69 -0.40
C 4.0093 -0.9329 0.2296 0.18 0.11 0.72
C 5.1944 -0.0804 0.1398 -0.08 -0.27 -0.42
O 6.0266 -0.0204 -0.6923 0.14 0.06 0.06
I 5.4578 1.3004 1.9115 0.08 0.20 0.17
C 2.3177 0.7162 -1.4082 -0.21 0.12 -0.23
F 3.0835 1.4763 -2.2964 0.17 -0.03 0.09
F 2.4881 1.3216 -0.1783 0.04 0.09 -0.07
C 0.8860 0.9106 -1.8350 -0.13 0.11 0.03
C 0.4818 0.5778 -3.1315 0.11 0.07 0.12
C -0.8426 0.7121 -3.5156 0.00 -0.06 0.08
C -1.7974 1.1761 -2.6199 0.13 -0.01 0.11
C -1.3900 1.5365 -1.3429 0.05 -0.03 -0.18
C -2.3756 2.0537 -0.3460 -0.16 0.07 0.13
F -2.6895 1.1409 0.6046 0.08 0.10 -0.11
F -3.5551 2.4129 -0.9155 0.07 -0.01 0.02
F -1.9213 3.1416 0.3095 -0.07 -0.13 -0.05
C -0.0584 1.4164 -0.9548 -0.23 -0.13 0.06
H -0.8784 -4.4966 4.8086 0.03 0.02 0.15
H -1.9146 -3.0785 4.7766 0.03 0.04 0.15
H -0.1587 -2.8837 4.4933 0.00 0.03 0.24
H -0.7111 -1.8728 2.5264 0.43 0.02 -0.03
H -2.2833 -3.0128 0.6558 -0.06 0.02 0.13
H -1.2325 -1.6086 0.3944 -0.08 0.09 0.09
H 0.1517 -4.2347 0.1429 0.03 0.01 0.11
H -1.1268 -3.9344 -1.0269 0.09 -0.19 -0.01
H 1.0267 -3.1609 -1.8958 -0.06 0.03 -0.11
H -0.1808 -1.8881 -1.7735 0.10 0.18 -0.04
H 1.0234 -0.9263 0.1844 0.01 0.05 0.02
H 1.9179 -2.4271 0.3711 0.07 0.03 0.05
H 4.0883 -0.7399 -2.2466 0.03 0.19 0.17
H 2.1814 -1.3459 -2.6843 -0.07 0.11 0.06
H 3.4022 -2.5626 -1.5660 -0.02 0.07 0.11
H 4.3871 -1.9362 0.4486 0.01 -0.09 -0.27
H 3.3989 -0.6390 1.0775 -0.07 0.07 -0.07
H 1.2205 0.2114 -3.8290 0.02 0.08 -0.07
H -1.1392 0.4450 -4.5212 -0.01 0.04 -0.05
H -2.8338 1.2630 -2.9112 -0.03 0.04 -0.03
H 0.2211 1.7073 0.0481 0.14 -0.02 0.00
C 7.4815 3.7475 4.8134 0.10 -0.05 -0.10
O 6.3386 3.4465 4.5217 -0.09 -0.04 0.09
N 8.5536 3.2408 4.1349 0.00 -0.01 0.03
N 7.7645 4.6131 5.8341 0.01 0.02 0.01
H 9.5047 3.4710 4.3468 0.00 0.02 0.01
H 8.3518 2.6110 3.3772 -0.05 0.01 -0.02
H 6.9816 4.9856 6.3396 -0.02 -0.03 -0.01
H 8.6940 4.8800 6.0935 0.01 -0.01 -0.02
C 3.3891 3.5441 -5.4049 0.05 0.07 0.07
O 2.6524 2.6470 -5.7718 -0.01 -0.02 -0.03
N 4.0712 3.5325 -4.2262 0.03 -0.07 -0.06
N 3.5917 4.6677 -6.1784 0.02 -0.01 -0.01
H 4.6743 4.2803 -3.9442 -0.01 0.03 -0.01
H 3.9631 2.7459 -3.6080 -0.13 -0.05 -0.01
H 3.1033 4.7140 -7.0512 -0.02 -0.01 0.00
H 4.1875 5.4250 -5.9069 0.00 0.00 0.02
C -2.2847 -4.5544 8.2225 -0.01 -0.03 0.01
O -1.9724 -4.1116 7.1345 -0.03 0.00 0.16
N -3.5813 -4.5669 8.6651 0.02 0.01 0.01
N -1.3648 -5.0787 9.0925 -0.01 0.02 0.00
H -3.8600 -4.9288 9.5562 0.01 -0.01 0.01
H -4.2766 -4.1933 8.0474 0.00 0.00 -0.02
H -0.4080 -5.0849 8.7942 0.00 0.00 -0.02
H -1.6007 -5.4504 9.9919 -0.02 0.00 0.00
C -6.3566 4.8214 -3.4092 0.06 -0.09 0.01
O -6.7317 5.7018 -4.1695 -0.02 0.01 0.03
N -5.5382 5.0796 -2.3409 -0.05 0.00 0.06
N -6.7142 3.5152 -3.5555 -0.01 0.18 -0.03
H -5.2161 4.3667 -1.7133 0.07 0.00 -0.03
H -5.2395 6.0255 -2.2034 0.01 0.01 -0.03
H -7.3135 3.2607 -4.3194 -0.01 -0.11 0.03
H -6.4067 2.7887 -2.9381 0.01 -0.02 0.00
C -9.1101 0.5357 -4.9828 -0.03 -0.04 -0.01
O -8.2021 1.2913 -4.6843 0.01 0.01 -0.02
N -9.0376 -0.8110 -4.7622 0.00 0.03 0.00
N -10.2678 0.9791 -5.5601 0.02 0.00 0.00
H -9.7704 -1.4511 -4.9989 -0.01 0.01 -0.01
H -8.1978 -1.1614 -4.3412 0.01 0.01 0.00
H -10.3455 1.9638 -5.7316 0.01 0.01 0.01
H -11.0260 0.3760 -5.8135 0.00 -0.02 0.00
C 3.4912 2.0275 6.4667 -0.02 -0.17 -0.03
O 3.3790 3.2291 6.6468 0.03 0.00 0.07
N 4.5026 1.4572 5.7591 0.13 0.23 0.21
N 2.5756 1.1395 6.9904 0.04 -0.01 0.08
H 4.5813 0.4680 5.6243 -0.08 0.00 -0.11
H 5.1881 2.0711 5.3377 -0.10 0.04 -0.12
H 1.8116 1.5242 7.5107 -0.02 0.02 -0.03
H 2.6283 0.1490 6.8531 -0.02 0.00 -0.06
C -0.0893 -3.9082 -4.9121 0.15 0.36 0.02
O -0.0003 -4.4513 -3.8304 -0.10 -0.34 -0.05
N -0.2973 -2.5609 -5.0283 -0.18 -0.10 0.00
N 0.0259 -4.5926 -6.0989 -0.09 -0.03 0.02
H -0.3543 -2.0787 -5.9041 0.07 0.00 -0.01
H -0.3484 -2.0361 -4.1718 0.10 0.02 0.01
H 0.1909 -5.5787 -6.0407 0.02 -0.01 0.02
H -0.0320 -4.1548 -6.9974 0.03 0.03 0.01
```
Positions in Å, forces in eV/Å.

These are the Mulliken partial charges, in e, on atoms 1 to 6: -1.04, 0.62, -0.64, -0.13, -0.66, -1.14


Which value of charge does entry 2 give?
-1